[1]
C18H48Li5O26P2S6 | ωB97M-V with the def2-TZVPD basis set

Calculated values
total charge: -1
relative energy (zero: lowest compared OMol25 entry of this formula, charge and spin): 1.7 kcal per mole
maximum force: 7.51 eV/Å
HOMO-LUMO gap: 2.7949 eV
HOMO level: -1.42 eV
multiplicity: 1

Each line ends with the Mulliken charge.
Element x y z (Å)
Li 1.725982 -1.425333 0.359138  0.69
Li -1.313569 1.423944 -2.066623  1.13
Li 1.909110 1.382136 -2.185441  1.12
Li 0.406059 -1.008976 -2.806246  0.58
Li -1.316612 -1.085728 0.583235  1.07
P 0.565000 0.506029 -4.647895  -0.22
O 0.745922 -1.100425 -4.560087  -0.59
O 1.998080 0.702914 -3.943262  -0.74
O -0.579065 1.124163 -3.780945  -0.78
O 0.906759 0.721046 -6.130718  -0.87
P 0.361048 0.157529 -0.643528  -0.42
O 0.336010 -0.243353 0.864090  -0.66
O 0.350791 1.631801 -0.972133  -0.25
O -0.938824 -0.460117 -1.208428  -0.04
O 1.567825 -0.501250 -1.309837  -0.58
O -1.373806 1.722870 4.712234  -0.73
S -0.013492 1.276192 4.797673  1.28
O 1.005553 2.195848 4.424056  -0.68
O 0.184436 0.705296 6.268700  -0.28
C -0.015051 1.608072 7.364213  -0.47
C 1.316985 2.029144 7.980080  -0.97
C 0.152909 -0.246595 3.895696  -0.46
H -0.588510 1.040183 8.101531  0.38
H -0.724314 2.411614 7.155445  0.34
H 2.090890 2.050237 7.212866  0.28
H 1.614786 1.202352 8.626423  0.29
H 1.254212 2.979872 8.498860  0.32
H -0.687603 -0.297911 3.217619  -0.07
H 0.088841 -1.027500 4.650715  0.48
H 1.126046 -0.209153 3.421463  0.23
O -2.623090 0.366088 1.218408  -0.48
S -2.806313 1.644349 0.580927  1.37
O -2.892063 1.741953 -0.841778  -0.82
O -4.124515 2.283250 1.171498  -0.24
C -4.312177 2.222366 2.609733  -0.12
C -5.779007 1.929506 2.877239  -1.36
C -1.577933 2.780996 1.191617  -0.63
H -3.945215 3.165978 3.018939  0.38
H -3.676919 1.458539 3.060663  0.30
H -5.897266 2.126258 3.944323  0.39
H -5.954044 0.873138 2.691145  0.29
H -6.375993 2.581898 2.247305  0.33
H -1.728457 2.771680 2.271336  0.18
H -1.864991 3.764395 0.828318  0.36
H -0.632798 2.373778 0.828173  0.22
O -5.263411 -1.377492 -0.153865  -0.65
S -4.190545 -2.064248 -0.792586  0.78
O -2.943512 -2.242122 -0.122227  -0.60
O -4.638041 -3.554117 -1.158620  -0.10
C -5.920383 -3.750092 -1.749624  -0.24
C -6.409341 -5.146829 -1.402173  -1.38
C -3.871009 -1.403411 -2.409020  -0.63
H -5.902691 -3.670845 -2.837511  0.33
H -6.687511 -3.076021 -1.366626  0.33
H -5.923204 -5.945714 -1.958675  0.31
H -7.453311 -5.135628 -1.745958  0.42
H -6.512938 -5.401733 -0.349605  0.33
H -4.670050 -1.758819 -3.054112  0.53
H -2.921299 -1.853695 -2.697261  0.08
H -3.796988 -0.321651 -2.375185  0.21
O 0.737563 -2.949816 -2.531085  -0.04
S 0.915443 -4.247335 -3.052327  0.96
O 2.012762 -5.050090 -2.595930  -0.66
O -0.428446 -5.095751 -2.851820  -0.46
C -1.043059 -5.078733 -1.559113  0.26
C -0.177476 -5.719721 -0.491504  -1.16
C 0.890943 -4.124603 -4.792495  -0.96
H -1.952071 -5.675747 -1.637885  0.30
H -1.369570 -4.065264 -1.318130  -0.09
H -0.005044 -6.770314 -0.744863  0.32
H -0.676349 -5.734413 0.479064  0.39
H 0.824367 -5.299843 -0.411022  0.27
H 0.643471 -5.101347 -5.201457  0.42
H 1.871300 -3.744604 -5.071515  0.37
H 0.169110 -3.361564 -5.091143  0.20
O 2.525282 3.708524 -2.878578  -0.41
S 2.467318 5.121363 -2.981318  1.13
O 2.357299 5.820657 -4.210193  -0.63
O 1.195089 5.624398 -2.141074  -0.43
C 0.894946 4.880137 -0.945350  0.47
C 0.225861 5.764518 0.079841  -1.36
C 3.749091 5.882784 -1.989347  -0.97
H 1.840891 4.538526 -0.514085  0.28
H 0.306017 4.002015 -1.204086  -0.06
H 0.291685 5.302854 1.065547  0.35
H -0.809378 6.024660 -0.147277  0.29
H 0.748858 6.723360 0.152479  0.37
H 3.265622 6.616710 -1.349448  0.33
H 4.409204 6.467769 -2.627050  0.39
H 4.306668 5.144334 -1.422229  0.27
O 3.736433 -1.221275 0.112396  -0.73
S 4.535733 -0.313179 -0.674227  0.89
O 4.063926 0.995296 -0.907578  -0.68
O 5.948306 -0.115094 0.030818  -0.15
C 6.683971 -1.291954 0.415392  -0.14
C 7.670047 -0.847855 1.467556  -1.31
C 4.883389 -1.188133 -2.152730  -0.78
H 7.176169 -1.702428 -0.467759  0.32
H 6.039916 -2.077871 0.815005  0.32
H 8.173895 0.054269 1.132821  0.33
H 8.303932 -1.691643 1.749153  0.39
H 7.174411 -0.647914 2.420769  0.31
H 5.232277 -0.546279 -2.955525  0.35
H 3.909949 -1.554494 -2.500903  0.08
H 5.418866 -2.101568 -1.905495  0.42

Cartesian forces (eV/Å) of the 3 atoms listed first:
0.816 0.225 -0.447
0.700 -0.472 -1.025
0.273 -0.167 -1.305


[2]
C9H21N2O2S | ωB97M-V with the def2-TZVPD basis set

Calculated values
total charge: +1
relative energy (zero: lowest compared OMol25 entry of this formula, charge and spin): 107.5 kcal per mole
maximum force: 5.25 eV/Å
HOMO-LUMO gap (spin up / spin down): 8.0218 / 6.5765 eV
HOMO level (spin up / spin down): -11.86 / -11.27 eV
multiplicity: 1

Each line ends with the Mulliken charge.
Element x y z (Å)
C -2.448230 1.392044 -1.737226  -0.28
C -3.298188 0.097052 0.683739  0.07
C 4.393091 -0.495372 2.873026  -1.05
C -0.573719 2.056684 -3.109144  -1.05
C 4.293323 -0.365473 1.351148  -0.38
C 3.969053 -1.714100 0.667971  -0.45
C 3.597045 -1.405699 -0.788775  -0.64
C -1.239623 1.295190 -2.060937  0.48
C 1.199552 -1.601666 -0.430224  0.17
N -6.730697 1.314698 0.088430  -0.84
N -4.412284 0.371921 1.259167  -0.23
O 0.046226 -1.203070 -0.620022  -0.67
O 2.161384 -0.889582 -0.922185  -0.30
S -2.192205 -0.945198 1.389497  -0.24
H -3.437717 1.660626 -1.730761  0.48
H 3.401241 -0.756014 3.286487  0.31
H 5.205242 -1.331818 3.037935  0.25
H 4.920149 0.398298 3.392062  0.31
H -1.365725 2.489039 -3.763655  0.36
H 0.121340 1.441798 -3.714497  0.30
H 0.004592 2.939582 -2.667954  0.27
H 3.436845 0.246914 1.066529  0.26
H 5.189262 -0.058891 0.813975  0.32
H 4.777926 -2.356343 0.684831  0.47
H 3.028935 -2.283769 1.160597  0.16
H 4.137385 -0.673889 -1.178168  0.42
H 3.680343 -2.287298 -1.403553  0.35
H -0.664633 0.613542 -1.449317  0.05
H 1.295835 -2.674944 -0.073437  0.44
H -6.746875 2.087504 -0.591636  0.26
H -7.512121 0.683697 -0.077545  0.26
H -5.282659 0.942196 0.853426  0.36
H -7.175795 1.710186 0.855754  0.26
H -4.709354 0.084345 2.314942  0.26
H -1.068928 -0.782189 0.539532  0.25

Cartesian forces (eV/Å) of the 3 atoms listed first:
-0.825 -0.869 1.576
0.308 0.829 -1.319
3.023 -0.304 0.298


[3]
C36H35CaClI2N11O3P | ωB97M-V with the def2-TZVPD basis set

Calculated values
total charge: 0
relative energy (zero: lowest compared OMol25 entry of this formula, charge and spin): 23.4 kcal per mole
maximum force: 2.52 eV/Å
HOMO-LUMO gap: 6.8018 eV
HOMO level: -6.73 eV
multiplicity: 1

Each line ends with the Mulliken charge.
Element x y z (Å)
Ca -0.401987 0.067183 -0.022506  3.34
I -5.173682 6.401517 -0.132110  -0.01
C -3.762002 4.850184 -0.440781  -0.56
C -2.533147 5.148620 -1.000373  -0.41
C -1.625085 4.127840 -1.143001  -0.59
I 0.263909 4.485183 -2.048786  -0.06
C -1.833513 2.794904 -0.716445  -0.06
O -0.913349 1.926607 -0.796623  0.16
C -3.148756 2.540253 -0.220536  -0.27
C -3.467469 1.117590 0.134203  -0.23
N -2.528632 0.646936 1.139217  -0.05
C -2.826341 1.221474 2.432458  -0.80
C -1.657016 1.138806 3.363711  0.65
C -1.822707 0.786497 4.701925  -1.01
C -0.728672 0.843469 5.545570  -0.42
C 0.493811 1.232790 5.021771  -1.00
C 0.562783 1.525781 3.667062  -0.05
N -0.480205 1.484362 2.861028  0.08
C -4.072468 3.552500 -0.070154  -0.30
H -2.286888 6.152436 -1.311126  0.42
H -3.344123 0.503169 -0.758744  -0.45
H -4.514665 1.030876 0.474573  0.54
H -2.563247 -0.365700 1.194206  0.01
H -3.717966 0.769537 2.904931  0.22
H -3.036860 2.290010 2.276231  0.42
H -2.791685 0.484347 5.071311  0.43
H -0.832422 0.609731 6.595760  0.42
H 1.367047 1.315224 5.651451  0.47
H 1.498207 1.827520 3.211856  0.39
H -5.049867 3.329967 0.336472  0.45
C 3.484589 -2.717204 3.739415  -0.90
N 2.209197 -2.227888 3.295484  0.27
C 1.027855 -2.286976 3.966705  -1.30
C 0.093441 -1.708818 3.149784  -0.86
N 0.675986 -1.298401 2.007070  1.06
C 1.944096 -1.621878 2.102864  -0.80
P 3.242194 -1.340733 0.864718  -0.65
C 2.339007 -1.979328 -0.579146  -0.39
N 1.075500 -1.786210 -0.879795  0.72
C 0.845775 -2.468253 -2.020005  -0.74
C 1.994201 -3.094299 -2.423545  -1.04
N 2.942994 -2.782783 -1.500873  0.25
C 4.309756 -3.222558 -1.509945  -0.86
C 2.902466 0.425844 0.625275  -0.81
N 1.719666 0.998244 0.615385  1.56
C 1.934812 2.322877 0.500463  -1.11
C 3.280027 2.567678 0.437351  -1.06
N 3.894960 1.355283 0.525321  0.36
C 5.308906 1.104379 0.484917  -0.82
H 3.397221 -3.106324 4.751811  0.33
H 3.835002 -3.516727 3.084143  0.32
H 4.219675 -1.910187 3.730856  0.33
H 0.948371 -2.717685 4.942906  0.47
H -0.956890 -1.585703 3.308678  0.86
H -0.119141 -2.485064 -2.483402  0.58
H 2.210895 -3.718127 -3.266233  0.47
H 4.442487 -3.961197 -2.298474  0.33
H 4.984880 -2.383895 -1.696298  0.28
H 4.567158 -3.677717 -0.552056  0.32
H 1.115938 3.008646 0.487434  0.74
H 3.835374 3.476204 0.328057  0.53
H 5.842286 2.051013 0.423756  0.34
H 5.631399 0.572703 1.383023  0.32
H 5.568398 0.498956 -0.386477  0.28
Cl -5.385536 -4.836124 -3.446658  -0.25
C -4.311443 -3.646445 -2.775745  0.05
C -3.941063 -2.545946 -3.560884  -0.82
C -3.074506 -1.619253 -3.064088  -0.47
C -2.518334 -1.709459 -1.744291  -0.67
O -1.700171 -0.846115 -1.335911  0.46
C -2.971595 -2.824423 -0.950288  1.18
C -2.581191 -2.956263 0.415138  -0.82
O -1.897500 -2.182380 1.074229  -0.34
C -3.849292 -3.776335 -1.496329  -1.06
H -4.349401 -2.441802 -4.555005  0.46
H -2.786585 -0.765744 -3.662053  0.47
H -2.998557 -3.856834 0.920721  0.16
H -4.171677 -4.608444 -0.884493  0.43
N -0.476696 1.515269 -5.461659  -0.44
C 0.494040 1.294166 -4.535034  0.10
C 0.196096 0.839593 -3.231547  -0.26
N 1.143559 0.605343 -2.357132  1.26
C 2.402800 0.791444 -2.749416  -0.25
C 2.701941 1.192022 -4.037182  -0.74
N 1.757673 1.450716 -4.931001  -0.67
H -1.409533 1.703389 -5.136388  0.23
H -0.177648 2.013540 -6.284178  0.27
H -0.814994 0.665775 -2.897970  -0.06
H 3.176876 0.601752 -2.014232  0.27
H 3.721257 1.319071 -4.380326  0.39

Cartesian forces (eV/Å) of the 3 atoms listed first:
1.499 -0.754 1.880
0.281 -0.329 -0.082
-0.415 0.532 0.078